## w
Entry from OMol25: C2H6N2S2 in the gas phase (wB97M-V/def2-TZVPD).

Geometry as ORCA input:
```
! wB97M-V def2-TZVPD RIJCOSX def2/J DEFGRID3
* xyz 0 1
N -1.4024 -1.7610 0.3001
N -0.4761 -0.7482 0.3897
C 0.0835 -0.0646 -0.6146
S 0.1026 -0.5005 -2.2260
C 0.6099 1.2896 -0.2208
S 1.1482 1.5924 1.4729
H -2.1628 -1.2492 -0.0828
H -1.0735 -2.4565 -0.4228
H -0.1447 -0.6261 1.3076
H -0.1995 2.0364 -0.3664
H 1.3306 1.6846 -0.9830
H 2.1841 0.8030 1.4460
*
```

For the HOMO-LUMO gap, the calculation gives 0.33475 hartree. Its SMILES is NNC(=S)CS.

Löwdin atomic charge list, values in e, 6 entries: 0.032 -0.148 -0.885 0.620 -0.603 0.737

## x
Entry from OMol25: C2H6N2S2 in the gas phase (wB97M-V/def2-TZVPD).

Geometry as ORCA input:
```
! wB97M-V def2-TZVPD RIJCOSX def2/J DEFGRID3
* xyz 0 1
C 0.4578 -0.7592 -1.2766
N -0.2950 -1.0752 -0.1509
C -0.4322 -0.1378 0.8506
S -0.8541 -0.4535 2.4301
N 0.1572 1.0378 0.4494
S -0.3442 2.5371 1.0992
H 0.6596 -1.5775 -1.9956
H -0.2678 -0.2080 -2.0241
H 1.3693 -0.1886 -1.2153
H -0.6880 -2.0470 0.1378
H 0.0863 1.1079 -0.7035
H 0.1512 1.7642 2.3989
*
```

For the HOMO-LUMO gap, the calculation gives 0.32558 hartree. Its SMILES is CNC(=S)NS.

Löwdin atomic charge list, values in e, 6 entries: -0.175 -0.091 -0.989 0.583 -0.538 0.629

## y
Entry from OMol25: C2H6N2S2 in the gas phase (wB97M-V/def2-TZVPD).

Geometry as ORCA input:
```
! wB97M-V def2-TZVPD RIJCOSX def2/J DEFGRID3
* xyz 0 1
C 0.7425 1.0719 -0.4763
C 1.3437 0.1106 0.4611
N -1.1637 -0.4508 -0.4740
N -2.0606 -1.1403 0.1706
S -1.0627 1.1334 -0.1385
S 2.6874 -0.6657 -0.4138
H 1.2728 2.1310 -0.3668
H 0.8296 0.6127 -1.4862
H 1.7366 0.6091 1.4753
H 0.7184 -0.7858 0.8059
H -2.3688 -1.9772 -0.3851
H -2.6754 -0.6489 0.8279
*
```

For the HOMO-LUMO gap (spin up / spin down), the calculation gives 0.34783 / 0.19513 hartree.

Löwdin atomic charge list, values in e, 6 entries: -0.615 -0.785 -0.522 -0.090 0.814 0.638

What should be chosen as the most stable of them? Choose w.

## w
Entry from OMol25: C17H19NO3 in the gas phase (wB97M-V/def2-TZVPD).

Geometry as ORCA input:
```
! wB97M-V def2-TZVPD RIJCOSX def2/J DEFGRID3
* xyz 0 1
C 6.7067 1.8036 -0.1929
O 6.1131 0.5399 -0.0435
C 4.7507 0.4654 -0.0326
C 3.8876 1.5376 -0.1497
C 2.5095 1.3522 -0.1269
C 1.9693 0.0898 0.0093
C 0.4906 -0.1896 0.0547
C -0.4117 0.9787 -0.3515
N -1.7498 0.4967 -0.4832
C -2.6731 0.9630 0.2391
C -4.0412 0.4865 0.1445
C -5.0341 1.0291 0.9573
C -6.3372 0.5807 0.8727
C -6.6720 -0.4227 -0.0305
O -7.9396 -0.8940 -0.1486
C -5.6846 -0.9726 -0.8482
C -4.3881 -0.5216 -0.7590
C 2.8392 -0.9963 0.1290
C 4.2105 -0.8322 0.1119
O 5.1234 -1.8387 0.2230
C 4.6515 -3.1532 0.3702
H 7.7812 1.6273 -0.1768
H 6.4392 2.4764 0.6294
H 6.4316 2.2699 -1.1454
H 4.2725 2.5389 -0.2605
H 1.8746 2.2184 -0.2190
H 0.2636 -1.0281 -0.6084
H 0.2181 -0.5012 1.0686
H -0.3331 1.8022 0.3790
H -0.1012 1.3411 -1.3371
H -2.4945 1.7616 0.9792
H -4.7840 1.8095 1.6621
H -7.1026 1.0081 1.5080
H -8.5227 -0.4337 0.4674
H -5.9646 -1.7496 -1.5417
H -3.6120 -0.9341 -1.3833
H 2.4124 -1.9815 0.2366
H 4.0556 -3.2696 1.2821
H 5.5406 -3.7779 0.4405
H 4.0561 -3.4687 -0.4934
*
```

For the HOMO-LUMO gap, the calculation gives 0.31787 hartree. Its SMILES is COc1ccc(CC/N=C/c2ccc(O)cc2)cc1OC.

Löwdin atomic charge list, values in e, 6 entries: -0.090 -0.068 -0.205 -0.014 -0.048 -0.231

## x
Entry from OMol25: C17H19NO3 in the gas phase (wB97M-V/def2-TZVPD).

Geometry as ORCA input:
```
! wB97M-V def2-TZVPD RIJCOSX def2/J DEFGRID3
* xyz 0 1
C -5.3127 2.9691 -0.9029
C -4.8582 1.8588 -0.5483
C -3.9091 1.7036 0.6039
C -2.4671 1.2220 0.0487
C -1.4520 2.1126 -0.6805
C -0.2023 1.5908 -0.9561
C 0.1027 0.3055 -0.8321
O 1.1734 -0.4044 -1.3114
C 2.2853 0.4530 -1.6104
C 2.7029 0.6818 -0.2543
N 3.0073 -0.3335 0.7962
C 2.1129 -0.7648 1.5006
C 2.5945 -1.9140 2.3961
C 3.6974 -2.2805 1.7377
C 4.0725 -1.2318 0.8499
C 5.1069 -1.4321 -0.3073
O 5.3340 -0.3394 -1.0207
C -0.9952 -0.7902 -0.4655
O -0.6693 -2.2072 -0.2423
C -1.5136 -3.1052 0.1590
C -2.1424 -0.2609 0.0597
H -5.9629 2.8810 -1.7591
H -4.9808 3.7741 -0.3787
H -4.9254 0.9566 -0.7471
H -4.2216 0.9528 1.5067
H -3.6193 2.6665 0.8611
H -1.5967 3.1360 -0.5308
H 0.4934 2.2794 -1.4742
H 2.1788 1.2074 -2.2019
H 2.9317 -0.4239 -2.0109
H 2.1176 1.3859 0.2237
H 3.8436 1.1763 -0.5439
H 1.1642 -0.0665 1.7847
H 2.0761 -2.3381 3.0708
H 4.2524 -3.1880 1.9260
H 5.9333 -1.8486 -0.0582
H -1.0750 -3.8140 -0.0796
H -2.5694 -3.0023 -0.2767
H -1.7609 -2.7861 1.1367
H -2.9471 -0.7817 0.5314
*
```

For the HOMO-LUMO gap, the calculation gives 0.29113 hartree. Its SMILES is C=CCc1ccc(OCCn2cccc2C=O)c(OC)c1.

Löwdin atomic charge list, values in e, 6 entries: 0.028 -0.207 -0.141 -0.086 -0.005 -0.092

What should be chosen as the most stable of them? Choose w.

## w
Entry from OMol25: 2 unconnected molecules or ions with the total composition C3H6N (wB97M-V/def2-TZVPD).

Geometry as ORCA input:
```
! wB97M-V def2-TZVPD RIJCOSX def2/J DEFGRID3
* xyz 1 1
C -3.9501 0.3457 -0.0022
C 2.5157 0.1963 0.0242
C -1.7106 -0.5109 -0.1890
N -2.8552 0.0016 0.0680
H -4.6046 0.8131 0.6835
H 2.9426 0.7141 0.7846
H 2.3060 0.8318 -0.7822
H 2.5369 -0.8101 0.1390
H -1.0878 0.2235 -0.6914
H -1.3255 -1.5386 0.1822
*
```

For the HOMO-LUMO gap (spin up / spin down), the calculation gives 0.14188 / 0.39470 hartree.

Löwdin atomic charge list, values in e, 6 entries: 0.317 0.127 0.186 0.048 0.133 -0.046

## x
Entry from OMol25: a gas-phase ion, C3H6N (charge +1) (wB97M-V/def2-TZVPD).

Geometry as ORCA input:
```
! wB97M-V def2-TZVPD RIJCOSX def2/J DEFGRID3
* xyz 1 1
C -0.8922 -0.7018 0.1850
C 0.2203 -0.0205 0.7976
C 0.4065 1.0487 -0.1643
N 0.3641 -0.3479 -0.6281
H -1.0701 -1.6719 0.4625
H -1.7489 -0.0404 -0.1241
H 0.9203 -0.5155 1.5922
H -0.5529 1.5630 -0.5020
H 1.4794 1.3568 -0.2963
H 1.0925 -1.0041 -0.8339
*
```

For the HOMO-LUMO gap, the calculation gives 0.51605 hartree. Its SMILES is C1[C@H]2C[N@@H+]12.

Löwdin atomic charge list, values in e, 6 entries: 0.054 -0.147 0.021 0.072 0.109 0.158

What should be chosen as the most stable of them? Choose x.